ORCA calculation (ωB97M-V/def2-TZVPD) on C32H50I3N10O3PS2 as an isolated structure at a distorted geometry.

```
101
Properties=species:S:1:pos:R:3:lowdin_charge:R:1
C -2.8230 3.7876 1.0690 0.0448
C -2.7539 2.8894 0.0957 -0.1220
C -2.8018 1.6815 -0.9738 -0.1322
C -1.4975 0.7034 -0.9265 -0.2897
C -0.2260 1.7196 -1.2447 -0.1761
O 0.7408 1.7679 -0.1585 -0.2715
C 0.5601 2.9211 0.7012 -0.1153
O -1.1884 0.0917 0.3164 -0.1516
C -1.8434 -1.1346 0.6604 -0.5952
S -1.7501 -2.4841 -0.6794 0.7477
C -3.4070 -1.0727 1.0257 -0.2800
C -3.9015 -0.1067 2.2014 -0.6944
C -2.8099 0.7701 2.9793 -0.1675
I -5.6191 1.1018 1.4701 0.7775
C -0.8858 -1.7878 1.8528 -0.5600
O -0.0479 -0.7543 2.4891 -0.0783
N 0.0252 -2.8111 1.2442 -0.1254
C 1.3672 -2.3075 0.9057 -0.6502
I 1.7805 -1.3949 -1.0698 0.7938
C 2.5416 -2.3893 1.7720 -0.6924
C 2.4562 -3.0396 3.2391 -0.1839
I 4.5070 -1.6529 1.1083 0.6780
P -1.8496 -2.6857 3.2176 0.4909
S -0.6843 -3.5551 4.5397 0.1806
H -2.7743 4.8046 1.6243 0.0624
H -2.7344 2.2085 -2.0139 0.1319
H -3.8088 1.1298 -0.9826 0.0607
H -1.5637 0.0497 -1.8663 0.1336
H 0.3537 1.2824 -2.1586 0.1027
H -0.5766 2.7664 -1.5770 0.1207
H 1.5161 2.9822 1.3700 0.0920
H 0.4477 3.9260 0.1567 0.0982
H -0.3067 2.6989 1.4492 0.0796
H -3.0205 -2.4697 -1.3014 -0.0942
H -3.8214 -2.1433 1.2408 0.0845
H -3.9667 -0.7553 0.0531 0.0654
H -4.3967 -0.7871 3.0112 0.0673
H -2.1366 0.1828 3.7137 0.0249
H -2.1162 1.4124 2.3333 0.0551
H -3.4027 1.5189 3.6512 0.0803
H -0.1895 -0.8690 3.4705 0.0184
H 0.0309 -3.7087 1.7535 0.0872
H 1.7854 -3.9854 3.2298 0.0427
H 1.9995 -2.2444 3.9550 0.0719
H 3.5186 -3.2724 3.6069 0.0593
H -2.6703 -3.7129 2.5878 0.0000
H -2.7536 -1.8736 3.9729 -0.0136
C 2.6105 3.7489 -3.5724 -0.0865
C 1.3470 3.5275 -4.2847 -0.2798
N 0.3530 3.3534 -4.8446 0.1122
H 3.2485 4.4625 -4.0961 0.0185
H 2.4423 4.1428 -2.5663 0.0854
H 3.1806 2.8234 -3.4659 0.0486
C -2.2496 -6.9690 5.2706 -0.0975
C -3.2495 -8.0036 5.5596 -0.2807
N -4.0353 -8.8164 5.7866 0.1137
H -1.5176 -7.3107 4.5341 0.0812
H -2.7112 -6.0623 4.8713 0.0518
H -1.6958 -6.6819 6.1682 0.0779
C 5.4918 0.3513 -3.3024 -0.0526
C 5.5226 1.6694 -3.9443 -0.2368
N 5.5468 2.7066 -4.4475 0.1576
H 6.4294 0.1324 -2.7846 0.0869
H 4.6894 0.2834 -2.5625 0.0657
H 5.3297 -0.4483 -4.0301 0.0872
C -5.0969 -5.4790 -1.9591 -0.0786
C -4.6601 -5.0315 -0.6322 -0.2588
N -4.3167 -4.6799 0.4108 0.1343
H -4.3461 -6.1123 -2.4387 0.0206
H -6.0226 -6.0588 -1.9042 0.0843
H -5.2830 -4.6348 -2.6283 0.0872
C 7.4222 4.9502 -5.9342 -0.0967
C 8.6167 5.1463 -6.7637 -0.2834
N 9.5556 5.3004 -7.4157 0.1081
H 6.5371 5.4027 -6.3889 0.0769
H 7.2035 3.8901 -5.7864 0.0360
H 7.5414 5.3972 -4.9438 0.0809
C 3.7628 5.3731 2.8501 -0.0772
C 4.2207 4.5731 1.7088 -0.2827
N 4.5806 3.9444 0.8121 0.1324
H 3.6944 6.4343 2.5962 0.0808
H 2.7736 5.0571 3.1921 0.0757
H 4.4433 5.2865 3.7012 0.0808
C -1.5922 0.6985 7.5363 -0.0512
C -1.1356 -0.0935 6.3894 -0.2008
N -0.7767 -0.7170 5.4884 0.1128
H -1.6658 1.7606 7.2878 0.0860
H -2.5786 0.3767 7.8805 0.0870
H -0.9079 0.6103 8.3842 0.0869
C 2.0458 7.6588 -4.9740 -0.0633
C 3.2174 6.9958 -4.3909 -0.2586
N 4.1380 6.4736 -3.9324 0.1427
H 2.2647 8.6940 -5.2493 0.0819
H 1.7028 7.1484 -5.8779 0.0857
H 1.2057 7.6798 -4.2748 0.0843
C -4.6949 -8.4467 -4.7904 -0.0617
C -3.8851 -7.2613 -4.4878 -0.2611
N -3.2483 -6.3294 -4.2499 0.1431
H -4.6285 -9.1934 -3.9946 0.0856
H -5.7516 -8.1927 -4.9095 0.0838
H -4.3711 -8.9296 -5.7161 0.0850
```

As for the HOMO energy: -8.14 eV. The relative energy (zero: lowest compared OMol25 entry of this formula, charge and spin) is 5.128 eV. Its charge is 0.

ORCA calculation (ωB97M-V/def2-TZVPD) on one molecule with the formula C2H7N3S at a distorted geometry.

```
13
Properties=species:S:1:pos:R:3:lowdin_charge:R:1
S 1.7282 1.2806 -0.0236 0.6157
N 0.3197 0.5482 -1.0400 -0.3815
C -0.8537 0.6132 -0.2161 -0.3330
C -0.8768 -0.5721 0.7418 -0.1849
N 0.2582 -1.4444 0.2712 -0.0733
N 0.5548 -0.8778 -0.9953 -0.1453
H 1.4386 2.6781 -0.3268 -0.0968
H -1.8317 0.5972 -0.8495 0.1387
H -0.8697 1.4886 0.4725 0.0907
H -0.5276 -0.3062 1.7359 0.0937
H -1.8040 -1.2666 0.6998 0.1318
H 0.9926 -1.5946 0.8554 0.0451
H 1.4714 -1.1441 -1.3253 0.0991
```

As for the HOMO energy: -8.11 eV. Its SMILES is SN1CCNN1. The relative energy (zero: lowest compared OMol25 entry of this formula, charge and spin) is 3.531 eV. Its charge is 0.

ORCA calculation (ωB97M-V/def2-TZVPD) on a 2-piece molecular cluster, C4H11N3O2 overall at a distorted geometry.

```
20
Properties=species:S:1:pos:R:3:lowdin_charge:R:1
H 0.3067 0.7585 -1.4739 0.0517
N -0.0543 0.1419 -0.7651 0.0918
C 0.8321 -0.6512 -0.2857 -0.5556
N 0.4820 -1.5821 0.6443 0.1600
N 2.1763 -0.6236 -0.6634 -0.0177
C 2.9843 -1.8356 -0.5355 -0.0954
H -0.4842 -1.5646 0.9142 0.0984
H 1.1818 -2.1213 1.1037 0.0791
H 2.2183 -0.1816 -1.5689 0.1183
H 3.9452 -1.6429 -0.9842 0.0777
H 2.5821 -2.6667 -1.1213 0.0896
H 3.1069 -2.0391 0.5168 0.0724
C -2.0527 2.5125 0.5732 0.0025
C -3.0874 1.4201 0.5478 -0.5791
O -4.2644 1.6172 0.5917 0.1038
O -2.5880 0.1703 0.5788 0.0739
H -2.4096 3.3548 -0.0162 0.0869
H -1.0736 2.1250 0.3048 0.0503
H -1.9437 2.8746 1.5874 0.0845
H -1.8576 -0.0664 0.0515 0.0069
```

As for the HOMO energy: -9.41 eV. Its SMILES is [H]/N=C(/N)NC.CC(=O)O. The relative energy (zero: lowest compared OMol25 entry of this formula, charge and spin) is 0.697 eV. Its charge is 0.

ORCA calculation (ωB97M-V/def2-TZVPD) on a 2-piece molecular cluster, C3H7NO4 overall at a distorted geometry.

```
15
Properties=species:S:1:pos:R:3:lowdin_charge:R:1
O -1.1018 1.0805 -2.8771 0.0349
C -0.4239 0.3044 -2.2523 -0.3516
N -0.9790 -0.5316 -1.3328 0.0347
C -0.3134 -1.2002 -0.2639 -0.1181
C -0.4685 -0.5422 1.0967 -0.4996
O 0.4293 -0.1915 1.8090 0.1193
O -1.7642 -0.2832 1.2975 0.1172
H 0.6406 0.1379 -2.4650 0.1379
H -1.9495 -0.3283 -1.1495 0.1404
H -0.5738 -2.2640 -0.2123 0.1328
H 0.7616 -1.3343 -0.4446 0.1351
H -2.0523 0.0649 2.1511 0.1380
O 2.8923 1.9535 1.5868 -0.0647
H 1.9488 2.1092 1.7132 0.0224
H 2.9537 1.0249 1.3431 0.0214
```

As for the HOMO energy: -10.17 eV. Its SMILES is O=CNCC(=O)O.O. The relative energy (zero: lowest compared OMol25 entry of this formula, charge and spin) is 1.188 eV. Its charge is 0.

ORCA calculation (ωB97M-V/def2-TZVPD) on an isolated ion of composition C5H8NS and charge +1 at a distorted geometry.

```
15
Properties=species:S:1:pos:R:3:lowdin_charge:R:1
C 2.0807 -1.1886 -0.6283 0.1764
C 1.1644 -0.6388 0.0176 0.0074
N 0.2830 0.1665 0.4706 -0.1188
C 0.2245 0.4948 1.8501 -0.0082
C -0.9371 0.3484 -0.3793 -0.5846
C -0.9439 0.8076 -1.6416 0.0695
S -2.2694 -0.4601 0.4676 0.8830
H 2.5461 -0.4315 -1.2222 0.1224
H 2.4681 -2.1632 -0.5854 0.1016
H 0.1650 1.5458 2.0636 0.1162
H 1.1792 0.2381 2.2399 0.1071
H -0.6925 -0.1202 2.1144 0.0725
H -1.8376 0.7353 -2.2500 0.0837
H -0.0851 1.0574 -2.2165 0.0724
H -3.3453 -0.3916 -0.3006 -0.1006
```

As for the HOMO energy: -13.21 eV. Its SMILES is C=C=[N+](C)C(=C)S. The relative energy (zero: lowest compared OMol25 entry of this formula, charge and spin) is 3.397 eV. Its charge is +1.

ORCA calculation (ωB97M-V/def2-TZVPD) on a 2-piece molecular cluster, C2H8N2 overall at a distorted geometry.

```
12
Properties=species:S:1:pos:R:3:lowdin_charge:R:1
C 1.1296 0.6348 -1.0217 -0.0630
N 1.5428 -0.0979 -0.0313 -0.0686
C 1.0839 0.4109 1.2601 -0.1707
H 1.5190 0.4786 -1.9150 0.0091
H 0.5080 1.4944 -0.9242 0.0655
H 0.4671 -0.4357 1.6056 0.0737
H 0.3842 1.1564 1.4194 0.0344
H 2.1496 0.5685 1.6777 0.1136
N -2.2957 -1.0120 -0.5863 0.0150
H -2.0106 -1.9912 -0.6127 0.0110
H -2.9043 -0.7822 0.1499 -0.0196
H -1.5736 -0.4246 -1.0215 -0.0003
```

As for the HOMO energy: -9.51 eV. Its SMILES is C=NC.N. The relative energy (zero: lowest compared OMol25 entry of this formula, charge and spin) is 1.947 eV. Its charge is 0.

Number 1: frontier orbital gap 8.25 eV. Number 2: frontier orbital gap 8.86 eV. Number 3: frontier orbital gap 9.91 eV. Number 4: frontier orbital gap 10.43 eV. Number 5: frontier orbital gap 8.38 eV. Number 6: frontier orbital gap 10.52 eV.